1.
{"formula": "C4H6O2Sr", "method": "ωB97M-V/def2-TZVPD", "max_force_ev_per_a": 6.326, "homo_lumo_gap_ev": [5.7, 5.3], "mol_weight_g_mol": 173.71, "relative_energy_ev": 6.100, "elements": ["C", "O", "H", "H", "C", "C", "H", "H", "H", "C", "O", "Sr", "H"], "xyz": [[-0.8775, 0.1376, 0.0954], [-2.1746, -0.0771, 0.5491], [-1.2212, 0.4956, -0.8872], [-2.4820, -0.9420, 0.2556], [0.5925, -0.6521, -1.5657], [1.2843, 0.3358, -0.8570], [0.3351, -1.6504, -1.1933], [0.4605, -0.5799, -2.6505], [2.3583, 0.2210, -0.6603], [0.4948, 0.6585, 0.3810], [-0.0682, 0.1126, 1.5703], [0.1456, 0.5058, 4.1363], [1.1525, 1.4346, 0.8264]], "forces_ev_per_angstrom": [[-1.98, 1.59, -4.49], [-0.89, -0.08, 2.25], [0.99, -0.07, -1.60], [0.24, 0.09, -0.12], [0.14, -0.65, -1.32], [-1.12, -2.33, 2.28], [-0.73, 0.64, 0.38], [0.66, -0.33, -0.04], [-0.03, 1.43, -1.03], [2.15, 1.46, 0.25], [1.50, -2.59, 5.57], [-0.19, -0.26, -1.75], [-0.75, 1.10, -0.39]]}


2.
{"formula": "C4H6O2Tb", "method": "ωB97M-V/def2-TZVPD", "total_charge": 2, "spin_multiplicity": 8, "max_force_ev_per_a": 4.538, "homo_lumo_gap_ev": [5.8, 5.4], "mol_weight_g_mol": 245.01, "relative_energy_ev": 1.415, "elements": ["O", "C", "C", "C", "C", "H", "H", "H", "H", "H", "H", "O", "Tb"], "xyz": [[1.7772, 1.5106, 1.3972], [1.1728, 0.4144, 0.7517], [0.1583, 0.9755, -0.2424], [-0.4951, -0.0570, -1.0420], [-1.0184, -1.0849, -1.5095], [2.4396, 1.1923, 2.0159], [0.6550, -0.2380, 1.4742], [1.9164, -0.1943, 0.2126], [0.6585, 1.6703, -0.9348], [-0.6012, 1.5707, 0.2882], [-1.4633, -1.4960, -2.4147], [-1.9941, -2.9825, -0.2000], [-3.2058, -1.2810, 0.2036]], "forces_ev_per_angstrom": [[-0.68, -0.15, -0.48], [0.76, -0.36, 0.35], [-0.22, 0.19, -0.36], [-0.40, -0.81, 0.88], [-1.08, 1.38, -0.12], [0.19, -0.01, 0.10], [0.05, 0.01, -0.11], [-0.24, 0.08, 0.10], [-0.05, -0.05, 0.05], [0.14, 0.02, -0.18], [0.56, -0.38, 0.31], [-2.20, 3.04, 0.80], [3.17, -2.96, -1.35]]}


3.
{"formula": "C4H6O2Tl", "method": "ωB97M-V/def2-TZVPD", "total_charge": -1, "max_force_ev_per_a": 5.007, "homo_lumo_gap_ev": 5.8, "mol_weight_g_mol": 290.47, "relative_energy_ev": 1.903, "elements": ["O", "C", "H", "H", "C", "C", "C", "O", "Tl", "H", "H", "H", "H"], "xyz": [[-2.4387, 0.9997, 0.5965], [-1.2634, 0.4301, 1.1981], [-3.1663, 0.3801, 0.6893], [-1.5523, -0.6121, 1.4528], [-0.0487, 0.5732, 0.4000], [0.2053, -0.2279, -0.6686], [1.5834, -0.3288, -1.3161], [2.4532, -1.2086, -0.6777], [1.9267, -0.5401, 1.3629], [-0.4636, -1.0914, -0.8691], [-0.6803, 1.5229, 1.5590], [2.0090, 0.7091, -1.3379], [1.4357, -0.6061, -2.3893]], "forces_ev_per_angstrom": [[-0.90, -0.02, -0.77], [-0.06, 3.73, 0.49], [0.14, 0.01, -0.07], [0.69, 0.61, 1.14], [2.88, -1.65, -3.75], [-0.20, -0.54, 0.92], [-0.08, 0.80, -1.59], [-0.41, 0.04, 0.02], [0.51, 0.03, 1.41], [-0.09, 0.23, -0.36], [-2.34, -2.90, 2.29], [-0.28, -0.36, -0.02], [0.14, 0.00, 0.28]]}


4.
{"formula": "C4H6O2Yb", "method": "ωB97M-V/def2-TZVPD", "total_charge": 3, "spin_multiplicity": 2, "max_force_ev_per_a": 3.925, "homo_lumo_gap_ev": [8.0, 8.2], "mol_weight_g_mol": 259.13, "relative_energy_ev": 2.336, "elements": ["C", "O", "H", "H", "C", "C", "C", "O", "Yb", "H", "H", "H", "H"], "xyz": [[0.3227, -0.2117, -1.2026], [0.1364, 0.4475, -2.3460], [0.4789, -1.2802, -1.3516], [-0.2937, 1.3027, -2.2194], [-1.7158, -1.1825, 1.2685], [-0.3891, -0.6181, 1.2610], [-0.0517, 0.2900, 0.1154], [1.3566, 0.3223, -0.2666], [3.1865, 1.7419, -0.2641], [-2.4340, -0.3508, 1.3990], [0.1411, -1.6039, 1.1673], [-0.2441, -0.1472, 2.2799], [-0.4939, 1.2899, 0.1592]], "forces_ev_per_angstrom": [[-0.51, -0.56, -1.12], [0.30, -0.21, 0.58], [-0.03, 0.16, -0.04], [-0.31, 0.16, -0.27], [0.27, 3.79, 0.69], [0.34, -3.91, 0.14], [-0.16, 1.03, -0.56], [0.51, 0.62, 0.82], [0.44, -0.04, -0.16], [-1.73, -1.28, -0.08], [1.17, 0.92, 0.35], [-0.28, -0.42, -0.42], [-0.01, -0.25, 0.07]]}


5.
{"formula": "C4H6O3Y", "method": "ωB97M-V/def2-TZVPD", "total_charge": 3, "max_force_ev_per_a": 3.699, "homo_lumo_gap_ev": [5.7, 3.3], "mol_weight_g_mol": 191.00, "relative_energy_ev": 1.919, "elements": ["H", "O", "O", "O", "C", "C", "C", "H", "Y", "H", "C", "H", "H", "H"], "xyz": [[0.0797, -0.0691, 1.4457], [1.4459, 0.8005, 0.0881], [1.5867, -0.9657, -1.1558], [3.4137, 0.2915, -0.8901], [0.2739, -0.0653, 0.3782], [0.3955, -1.0865, -0.4936], [2.2077, 0.1344, -0.7206], [-0.3129, -1.8151, -0.8740], [5.3158, 1.5780, -0.7898], [-2.0230, -0.2644, 1.1657], [-2.8842, 0.2566, 0.5823], [-3.3605, 0.9170, 1.3160], [-2.6092, 0.8527, -0.2971], [-3.5293, -0.5646, 0.2451]], "forces_ev_per_angstrom": [[-1.05, 0.61, -0.28], [-0.89, -0.93, 0.95], [-0.16, 0.22, -0.32], [2.83, 2.32, -0.56], [2.42, 1.25, 0.80], [0.20, -0.07, -1.45], [-2.05, -1.80, 0.72], [0.22, -0.36, 0.40], [-1.46, -1.20, -0.19], [-1.12, 0.79, -0.92], [0.80, -0.72, 0.60], [0.02, -0.19, -0.15], [0.23, -0.14, 0.24], [0.02, 0.23, 0.17]]}


6.
{"formula": "C4H6O4S", "method": "ωB97M-V/def2-TZVPD", "max_force_ev_per_a": 3.814, "homo_lumo_gap_ev": 9.7, "smiles": "O=C1[C@H](O)CCS1(=O)=O", "mol_weight_g_mol": 150.16, "relative_energy_ev": 0.102, "elements": ["C", "C", "C", "C", "O", "O", "O", "O", "S", "H", "H", "H", "H", "H", "H"], "xyz": [[1.4033, -1.4558, -0.1551], [-0.4024, 0.2801, -0.2971], [0.7770, 1.1765, -0.3433], [0.1326, -1.0612, 0.4713], [1.8294, -2.4989, -0.5963], [3.3483, 0.3898, -1.0649], [2.4770, 0.4089, 1.3832], [-0.7709, -2.1505, 0.4660], [2.2917, 0.2257, -0.0771], [-1.2497, 0.5336, 0.2292], [-0.7643, 0.0118, -1.2783], [0.9984, 1.5612, -1.3141], [0.7514, 2.1389, 0.2824], [0.3978, -0.8219, 1.4711], [-0.7336, -2.6312, -0.3918]], "forces_ev_per_angstrom": [[1.83, -0.60, -1.14], [1.77, -3.37, 0.24], [1.11, 2.80, -0.26], [-2.06, -1.06, -2.00], [-0.93, 2.07, 0.83], [-1.27, 0.12, 1.05], [0.69, -0.48, -1.87], [-0.20, 0.19, -0.41], [0.65, 0.00, 2.03], [-1.57, 1.26, 1.41], [0.19, -0.31, -0.41], [-0.44, 0.31, -1.09], [0.25, -1.83, -0.32], [-0.18, 0.35, 1.11], [0.16, 0.55, 0.82]]}